Entry from the Open Molecules 2025 dataset: an isolated molecule of C2H2OS3 at a distorted geometry (the ωB97M-V functional and the def2-TZVPD basis).

Calculated values
- 2S+1 = 1
- orbital gap (eV) = 7.4
- maximum force (hartree/bohr) = 0.0980
- M (g/mol) = 138.238
- ΔE to the lowest compared entry with this formula, charge and spin (kJ/mol) = 147.1
- DFT total energy (eV) = -36657.425
- HOMO (eV) = -9.07

Atoms and positions in Å:
O 0.457 1.141 -1.185
C -0.041 0.184 -0.790
S -0.909 -1.001 -1.689
C 0.139 -0.258 0.715
S -0.273 -1.738 1.483
S 0.852 1.183 1.447
H -0.609 -0.649 -2.989
H 0.384 1.138 3.008


Entry from the Open Molecules 2025 dataset: a structure of composition C34H35N2O3OsP2S2 at a distorted geometry (the ωB97M-V functional and the def2-TZVPD basis).

Calculated values
- 2S+1 = 1
- orbital gap (alpha / beta) (eV) = 3.1 / 3.1
- maximum force (hartree/bohr) = 0.0328
- M (g/mol) = 835.977
- net charge = +3
- DFT total energy (eV) = -87636.699
- HOMO (alpha / beta) (eV) = -15.36 / -15.36

Atoms and positions in Å:
Os -1.921 0.614 0.411
C 1.984 0.691 0.555
P 0.332 1.448 0.365
C 0.487 2.864 1.470
C 0.009 2.691 2.773
C 0.165 3.706 3.705
C 0.791 4.893 3.343
C 1.267 5.069 2.051
C 1.123 4.056 1.114
C 0.004 1.922 -1.336
C 0.663 2.841 -2.146
C 0.155 3.134 -3.406
C -0.996 2.508 -3.868
C -1.658 1.564 -3.091
C -1.138 1.276 -1.841
P 2.377 -0.921 -0.203
C 1.737 -1.024 -1.861
C 0.709 -1.922 -2.138
C 0.192 -1.999 -3.424
C 0.709 -1.188 -4.423
C 1.747 -0.300 -4.152
C 2.269 -0.216 -2.874
C 4.089 -1.181 -0.135
C 4.682 -2.042 -1.089
C 6.039 -2.266 -1.051
C 6.812 -1.674 -0.052
C 6.231 -0.857 0.923
C 4.878 -0.621 0.900
H 2.163 0.656 1.631
H 2.672 1.427 0.116
H -0.471 1.764 3.071
H -0.201 3.569 4.713
H 0.908 5.682 4.073
H 1.753 5.994 1.771
H 1.494 4.218 0.111
H 1.560 3.342 -1.808
H 0.655 3.861 -4.031
H -1.376 2.742 -4.854
H -2.525 1.042 -3.471
H -1.615 0.328 -1.395
H 0.343 -2.584 -1.365
H -0.599 -2.701 -3.645
H 0.318 -1.262 -5.429
H 2.163 0.307 -4.945
H 3.093 0.459 -2.671
H 4.075 -2.514 -1.852
H 6.504 -2.906 -1.787
H 7.877 -1.861 -0.022
H 6.845 -0.420 1.698
H 4.430 -0.011 1.673
C -5.289 1.226 1.069
S -4.286 0.440 -0.214
C -4.916 -1.246 -0.068
H -4.958 0.916 2.059
H -6.321 0.921 0.905
H -5.244 2.306 0.953
H -5.963 -1.210 -0.362
H -4.817 -1.601 0.956
H -4.364 -1.874 -0.761
O 0.346 -1.186 2.325
S -1.056 -1.350 2.099
O -1.918 -0.220 2.561
N -1.503 -1.299 0.527
C -1.918 -2.559 0.009
O -2.268 -2.712 -1.126
C -1.913 -3.536 1.135
C -2.241 -4.877 1.054
C -2.200 -5.636 2.219
C -1.831 -5.072 3.438
C -1.485 -3.727 3.535
C -1.548 -2.989 2.370
H -2.527 -5.312 0.105
H -2.458 -6.686 2.182
H -1.809 -5.688 4.326
H -1.188 -3.292 4.479
N -2.461 2.732 0.508
H -1.652 3.343 0.631
H -3.058 2.932 1.310
H -2.957 3.057 -0.322


Entry from the Open Molecules 2025 dataset: a structure of composition C36H99N9O9 at a distorted geometry (the ωB97M-V functional and the def2-TZVPD basis).

Calculated values
- 2S+1 = 1
- orbital gap (eV) = 8.1
- maximum force (hartree/bohr) = 0.1559
- M (g/mol) = 802.242
- ΔE to the lowest compared entry with this formula, charge and spin (kJ/mol) = 2795.6
- DFT total energy (eV) = -70743.335
- HOMO (eV) = -7.61

Atoms and positions in Å:
C 15.414 18.503 22.137
C 16.913 18.854 21.869
C 17.788 17.652 21.358
O 19.171 17.911 21.030
C 20.066 17.949 22.177
N 16.913 19.914 20.857
H 14.790 19.382 21.974
H 15.177 18.036 23.093
H 15.135 17.770 21.381
H 17.315 19.071 22.859
H 17.417 17.382 20.369
H 17.696 16.768 21.989
H 19.918 17.034 22.752
H 19.814 18.823 22.777
H 21.106 18.027 21.862
H 17.780 20.419 20.973
H 17.102 19.424 19.995
C 17.760 15.296 23.356
C 16.537 14.965 24.211
C 16.338 16.149 25.172
O 17.445 16.251 26.149
C 17.224 15.536 27.380
N 15.279 14.936 23.472
H 17.849 14.585 22.533
H 18.654 15.229 23.976
H 17.666 16.229 22.800
H 16.650 14.015 24.732
H 15.361 15.947 25.612
H 16.296 17.089 24.622
H 16.321 15.864 27.895
H 18.090 15.657 28.031
H 17.195 14.474 27.138
H 15.106 15.863 23.111
H 15.362 14.319 22.677
C 19.346 15.218 21.190
C 18.179 14.274 20.983
C 16.868 14.893 20.422
O 17.030 15.659 19.176
C 15.750 15.988 18.665
N 18.654 13.284 20.010
H 19.962 14.676 21.907
H 19.072 16.167 21.653
H 19.912 15.514 20.307
H 17.981 13.667 21.866
H 16.413 15.507 21.199
H 16.151 14.074 20.355
H 15.116 15.112 18.524
H 15.974 16.385 17.675
H 15.243 16.672 19.345
H 18.817 13.734 19.120
H 19.608 13.086 20.276
C 17.739 22.606 24.496
C 18.785 21.502 24.627
C 18.032 20.182 25.073
O 18.967 19.152 25.307
C 18.395 17.873 25.531
N 19.535 21.431 23.371
H 17.144 22.458 25.397
H 17.198 22.652 23.551
H 18.097 23.632 24.571
H 19.537 21.806 25.355
H 17.419 19.862 24.231
H 17.431 20.321 25.972
H 19.218 17.168 25.649
H 17.799 17.535 24.684
H 17.817 17.877 26.455
H 19.771 20.453 23.284
H 20.451 21.853 23.425
C 13.631 12.045 25.133
C 13.643 13.389 25.850
C 14.912 13.706 26.652
O 14.901 12.860 27.747
C 16.151 12.850 28.522
N 13.377 14.409 24.904
H 12.687 11.500 25.115
H 14.335 11.329 25.557
H 13.856 12.174 24.075
H 12.864 13.393 26.613
H 14.884 14.753 26.954
H 15.833 13.631 26.073
H 16.045 12.176 29.372
H 16.561 13.838 28.730
H 16.978 12.373 27.996
H 13.285 15.334 25.300
H 14.083 14.513 24.190
C 20.381 11.179 28.736
C 19.680 12.303 29.558
C 20.359 13.702 29.270
O 20.319 13.914 27.783
C 20.466 15.260 27.415
N 18.328 12.381 28.955
H 21.417 11.021 29.036
H 20.337 11.444 27.679
H 19.790 10.263 28.737
H 19.572 11.975 30.592
H 21.376 13.846 29.634
H 19.842 14.492 29.814
H 19.779 15.934 27.926
H 20.352 15.426 26.344
H 21.492 15.574 27.610
H 18.698 12.888 28.164
H 17.877 13.035 29.580
C 25.395 14.511 23.722
C 23.899 14.390 24.085
C 22.939 15.252 23.305
O 21.590 14.746 23.621
C 20.720 15.533 22.809
N 23.502 12.980 24.048
H 25.933 13.759 24.300
H 25.824 15.512 23.767
H 25.625 14.223 22.697
H 23.758 14.634 25.138
H 23.211 15.090 22.262
H 23.066 16.330 23.405
H 21.004 16.580 22.913
H 19.717 15.274 23.147
H 20.885 15.311 21.754
H 23.599 12.647 23.099
H 22.504 13.045 24.190
C 17.211 17.048 31.687
C 17.188 17.157 30.184
C 17.456 18.655 29.672
O 17.379 18.913 28.249
C 16.101 18.604 27.624
N 18.164 16.219 29.659
H 17.302 16.011 32.009
H 16.387 17.523 32.219
H 18.120 17.386 32.186
H 16.176 16.858 29.909
H 18.392 18.929 30.158
H 16.745 19.323 30.158
H 16.331 18.493 26.564
H 15.407 19.433 27.761
H 15.624 17.690 27.978
H 17.834 16.268 28.706
H 19.106 16.573 29.737
C 13.771 15.777 22.051
C 13.609 14.523 21.162
C 14.342 13.414 21.894
O 15.763 13.521 21.859
C 16.436 12.313 22.218
N 12.229 14.247 20.912
H 14.788 16.142 22.194
H 13.433 15.669 23.082
H 13.094 16.572 21.740
H 14.102 14.703 20.207
H 14.031 12.492 21.403
H 14.080 13.459 22.951
H 16.277 11.406 21.634
H 16.116 11.939 23.191
H 17.507 12.516 22.191
H 12.065 13.506 20.245
H 11.981 15.046 20.346


Entry from the Open Molecules 2025 dataset: a structure of composition C16H16ClN2O10Ti at a distorted geometry (the ωB97M-V functional and the def2-TZVPD basis).

Calculated values
- 2S+1 = 3
- orbital gap (alpha / beta) (eV) = 5.0 / 7.1
- maximum force (hartree/bohr) = 0.0326
- M (g/mol) = 479.628
- ΔE to the lowest compared entry with this formula, charge and spin (kJ/mol) = 0.0
- net charge = -1
- DFT total energy (eV) = -75950.042
- HOMO (alpha / beta) (eV) = -2.70 / -4.87

Atoms and positions in Å:
Ti 0.499 1.191 -0.018
O 4.406 -2.313 -2.359
C 3.421 -1.852 -1.772
C 2.180 -1.295 -2.522
O 2.023 -1.297 -3.724
C 1.323 -0.713 -1.489
C 1.912 -0.920 -0.264
O 1.346 -0.397 0.816
C 3.244 -1.572 -0.367
O 4.094 -1.652 0.572
O 0.208 0.050 -1.584
O -0.270 2.841 -1.497
H -1.157 2.873 -1.107
H -0.334 2.190 -2.214
C -2.071 -2.407 0.195
C -3.293 -1.651 0.631
C -4.527 -1.838 0.032
C -5.623 -1.077 0.415
Cl -7.164 -1.336 -0.359
C -5.505 -0.109 1.390
C -4.274 0.086 2.003
C -3.183 -0.687 1.642
O -1.952 -0.613 2.226
C -1.507 0.598 2.788
C -0.998 1.521 1.686
O 0.024 2.238 1.869
O -1.553 1.475 0.542
H -2.320 -3.145 -0.566
H -1.596 -2.910 1.038
H -1.331 -1.714 -0.215
H -4.636 -2.574 -0.755
H -6.361 0.490 1.668
H -4.186 0.857 2.756
H -2.269 1.110 3.380
H -0.675 0.354 3.442
C 4.003 1.566 -2.383
N 4.341 1.326 -0.991
C 3.467 1.492 0.012
N 3.824 0.999 1.217
O 2.381 2.128 -0.169
H 3.833 0.630 -2.915
H 3.101 2.170 -2.419
H 4.813 2.109 -2.870
H 5.118 0.712 -0.797
H 4.170 0.017 1.163
H 3.056 1.052 1.871


Entry from the Open Molecules 2025 dataset: a cluster of 2 separate species, C4H13NS in total at a distorted geometry (the ωB97M-V functional and the def2-TZVPD basis).

Calculated values
- 2S+1 = 1
- orbital gap (eV) = 9.3
- maximum force (hartree/bohr) = 0.0494
- M (g/mol) = 107.222
- ΔE to the lowest compared entry with this formula, charge and spin (kJ/mol) = 99.9
- DFT total energy (eV) = -16683.055
- HOMO (eV) = -8.42

Atoms and positions in Å:
C -1.460 -2.087 0.449
N -0.080 -2.384 0.136
C 0.807 -1.516 0.959
H -1.612 -1.976 1.527
H -1.815 -1.097 0.084
H -2.136 -2.799 -0.018
H 0.135 -2.243 -0.842
H 0.634 -1.864 1.993
H 0.353 -0.512 0.993
H 1.828 -1.745 0.682
C 0.017 2.716 0.438
S -0.817 1.749 -0.829
C 0.646 1.296 -1.804
H -0.765 3.268 0.998
H 0.810 3.321 0.025
H 0.434 2.094 1.257
H 1.236 0.491 -1.366
H 0.369 1.204 -2.850
H 1.417 2.084 -1.831